No. 1
# C48H43F4N3O4ReSbTe

A molecular structure, C48H43F4N3O4ReSbTe (wB97M-V/def2-TZVPD, OMol25).

Last column: Löwdin charge in e.
CARTESIAN COORDINATES (ANGSTROEM)
Re 1.90 2.08 -0.60  1.37
Te 1.51 4.62 -1.66  1.68
Sb 2.61 -0.97 -0.24  1.63
F 0.87 -1.41 5.77  0.10
F -1.22 -4.15 1.13  0.07
F 7.19 -5.24 -0.47  0.11
F -2.18 -3.57 -3.24  0.07
O 0.25 0.55 0.38  -0.16
O -1.02 3.60 -1.70  0.01
O 0.42 1.93 -1.83  -0.34
O 3.54 2.24 0.79  -0.08
N -3.96 -4.31 0.28  -0.06
N -5.60 -6.36 1.07  0.08
N -3.74 0.47 -0.51  -0.01
C -1.15 7.63 1.11  -0.05
C 4.23 -2.44 -0.31  -0.35
C 1.63 -2.42 2.40  -0.14
C 2.01 -0.06 2.63  -0.14
C 0.30 -1.15 -2.28  -0.13
C -0.95 0.46 0.02  -0.29
C 0.94 -3.31 -1.45  -0.10
C 6.45 -3.06 -0.94  0.02
C 5.09 2.93 -0.98  0.00
C -1.31 7.54 -0.26  -0.05
C -2.96 1.47 -0.91  0.07
C 0.36 5.83 -0.32  -0.45
C -0.72 2.44 -1.46  -0.60
C -0.15 -3.87 -2.09  0.00
C -5.82 0.55 0.81  -0.04
C 3.83 2.51 -0.38  -0.54
C -3.26 -3.13 0.33  -0.11
C 5.30 7.58 -0.76  -0.04
C -3.86 -1.90 0.00  0.07
C 6.23 -4.32 -0.42  -0.26
C 1.63 -0.12 3.96  0.02
C -0.56 6.63 -0.98  -0.14
C 4.82 6.77 0.26  -0.05
C 3.28 5.75 -1.27  -0.50
C -5.15 -4.50 -0.51  -0.12
C -0.80 -1.69 -2.92  0.02
C -6.21 -5.22 0.32  -0.06
C -0.23 6.83 1.77  -0.05
C -1.91 -3.05 0.74  -0.17
C -1.04 -3.05 -2.76  -0.27
C 0.54 5.92 1.05  -0.12
C -1.21 -1.88 0.75  0.09
C -1.78 -0.69 0.28  -0.04
C 1.12 -1.93 -1.49  -0.34
C 3.81 5.86 0.01  -0.17
C 5.01 -4.65 0.17  0.02
C -3.15 -0.70 -0.06  -0.11
C 5.44 -2.12 -0.88  -0.13
C -1.60 1.47 -0.76  -0.02
C 1.26 -1.34 4.50  -0.26
C -5.19 0.60 -0.57  -0.17
C 4.79 7.45 -2.04  -0.05
C -3.32 -5.58 0.61  -0.11
C 4.02 -3.70 0.24  -0.13
C 3.79 6.53 -2.30  -0.13
C 2.01 -1.21 1.85  -0.36
C 1.26 -2.49 3.73  0.02
C -4.29 -6.75 0.49  -0.09
H -6.24 -7.17 1.07  0.20
H 4.95 3.19 -2.03  0.10
H -3.43 2.31 -1.42  0.16
H -5.60 -0.17 -1.22  0.13
H -0.68 6.53 -2.05  0.10
H -4.92 -5.06 -1.42  0.14
H 2.28 0.89 2.20  0.06
H 0.52 -0.09 -2.42  0.08
H 5.48 3.79 -0.44  0.11
H -1.46 -1.10 -3.54  0.13
H -5.50 1.39 1.42  0.09
H 5.60 -1.13 -1.30  0.09
H 4.86 -5.64 0.57  0.13
H -0.10 6.91 2.83  0.12
H -7.00 -5.58 -0.34  0.15
H -6.90 0.62 0.70  0.09
H -3.88 -7.61 1.03  0.15
H 1.59 -3.32 1.81  0.09
H 5.82 2.12 -0.90  0.12
H -5.41 1.56 -1.04  0.13
H -5.56 -3.55 -0.84  0.12
H 5.16 8.07 -2.84  0.12
H -1.75 8.33 1.68  0.12
H -2.02 8.17 -0.78  0.12
H 0.98 -3.43 4.17  0.13
H -0.19 -1.88 1.09  0.09
H 3.38 6.43 -3.30  0.10
H -2.95 -5.54 1.64  0.14
H 6.07 8.30 -0.56  0.12
H 7.41 -2.83 -1.37  0.13
H 3.44 5.23 0.81  0.09
H -5.44 -6.09 2.05  0.20
H 5.22 6.87 1.26  0.12
H -0.30 -4.94 -2.10  0.13
H 3.09 -3.96 0.72  0.07
H -4.44 -7.06 -0.55  0.15
H 1.25 5.30 1.57  0.09
H -4.90 -1.89 -0.25  0.10
H -5.57 -0.36 1.34  0.07
H -2.47 -5.79 -0.05  0.14
H -6.66 -4.54 1.04  0.14
H 1.64 -3.94 -0.94  0.09
H 1.61 0.76 4.58  0.13

Output
net charge = +3
LUMO (spin up / spin down) = -8.0 / -9.3 eV
2S+1 = 4
gap between HOMO and LUMO (spin up / spin down) = 6.957 / 5.615 eV

No. 2
# C48H43N2OP2SiZr

A molecular structure, C48H43N2OP2SiZr (wB97M-V/def2-TZVPD, OMol25).

Last column: Löwdin charge in e.
CARTESIAN COORDINATES (ANGSTROEM)
Zr -0.07 -0.08 -0.57  1.36
P 0.74 0.20 1.92  1.00
P -1.06 -2.58 -0.09  1.03
Si -2.29 0.16 0.87  0.59
O 0.04 1.78 -1.25  -0.26
N 0.27 5.14 -1.95  -0.02
N 0.42 3.82 -2.26  0.07
C 2.59 -0.91 0.23  -0.17
C -1.85 -0.48 2.59  -0.32
C -0.27 -1.68 -2.58  -0.21
C -0.03 -2.66 -1.59  -0.39
C -2.75 -2.27 -0.62  -0.39
C 3.54 -1.84 -0.18  -0.06
C -2.82 -0.96 3.47  -0.07
C -0.80 -5.34 0.18  -0.09
C -3.47 -3.17 -1.40  -0.05
C 1.72 -2.33 -3.76  -0.03
C 0.60 -1.51 -3.66  -0.04
C 3.95 1.99 3.70  -0.04
C -5.31 -1.62 -1.42  -0.03
C 3.37 3.13 4.23  -0.04
C 1.12 -3.44 -1.70  -0.07
C 2.11 2.94 -3.78  -0.01
C -0.36 3.96 -0.18  0.09
C -0.20 -0.74 4.37  -0.07
C 2.01 3.38 4.04  -0.05
C -1.18 -1.22 5.22  -0.04
C -4.76 -2.85 -1.79  -0.03
C 0.68 6.22 -2.84  0.06
C -3.26 1.76 1.04  -0.19
C 1.83 1.34 2.78  -0.36
C 1.90 -2.40 2.02  -0.06
C -0.79 -6.51 0.91  -0.04
C -0.53 -0.39 3.06  -0.39
C 3.19 1.09 2.98  -0.07
C -0.42 6.56 -0.06  0.02
C 0.03 3.09 -1.19  -0.33
C 3.67 -3.03 0.51  -0.04
C 1.96 -3.29 -2.79  -0.02
C 1.24 2.49 3.31  -0.10
C -0.15 3.31 -4.57  0.00
C 0.23 2.87 -5.83  -0.04
C -1.03 -5.25 2.95  -0.04
C -0.90 -6.46 2.30  -0.03
C 2.48 2.50 -5.04  -0.05
C 0.80 3.34 -3.56  -0.23
C 2.85 -3.31 1.60  -0.02
C -4.59 -0.73 -0.65  -0.07
C -2.49 -1.34 4.76  -0.03
C 1.54 2.47 -6.06  -0.05
C 1.78 -1.18 1.35  -0.44
C -0.19 5.24 -0.69  -0.21
C -0.91 -4.11 0.83  -0.35
C -1.04 -4.07 2.22  -0.09
C -3.30 -1.04 -0.21  -0.30
H 3.97 3.82 4.81  0.12
H -0.90 -7.38 2.87  0.12
H -1.11 7.17 -0.65  0.11
H -0.93 -1.50 6.23  0.12
H 0.18 2.67 3.19  0.11
H -1.13 -5.22 4.03  0.12
H -0.19 6.83 -3.10  0.12
H 0.82 -0.62 4.72  0.12
H -5.33 -3.54 -2.39  0.13
H 1.27 -2.61 2.88  0.11
H -0.73 3.70 0.79  0.11
H -5.05 0.21 -0.37  0.10
H -1.24 -1.18 -2.61  0.11
H -4.25 1.54 1.44  0.05
H -3.04 -4.12 -1.68  0.12
H 0.51 7.12 0.04  0.11
H 2.39 -2.22 -4.61  0.13
H -1.17 3.63 -4.37  0.13
H -1.15 -3.12 2.73  0.08
H 1.56 4.26 4.47  0.12
H -0.74 -5.38 -0.90  0.11
H 5.00 1.79 3.87  0.12
H 2.83 3.01 -2.97  0.13
H -0.85 6.43 0.94  0.10
H -3.26 -1.71 5.43  0.12
H 1.09 5.79 -3.75  0.10
H 3.65 0.19 2.58  0.11
H -3.86 -1.04 3.15  0.12
H 2.58 0.08 -0.24  0.11
H 1.34 -4.19 -0.95  0.11
H 1.83 2.14 -7.05  0.12
H -3.39 2.29 0.09  0.04
H -2.78 2.43 1.75  0.03
H 4.19 -1.61 -1.02  0.13
H 2.82 -3.94 -2.89  0.13
H 1.43 6.83 -2.36  0.11
H 2.96 -4.25 2.13  0.13
H -0.71 -7.46 0.41  0.12
H -6.32 -1.37 -1.73  0.13
H -0.50 2.85 -6.63  0.12
H 3.50 2.20 -5.23  0.12
H 4.43 -3.74 0.22  0.13
H 0.38 -0.78 -4.42  0.12

Output
net charge = +3
LUMO = -8.6 eV
2S+1 = 1
gap between HOMO and LUMO = 7.000 eV

No. 3
# C48H44BiN7O5

A molecular structure, C48H44BiN7O5 (wB97M-V/def2-TZVPD, OMol25).

Last column: Löwdin charge in e.
CARTESIAN COORDINATES (ANGSTROEM)
Bi 0.53 -0.07 0.18  1.96
O -0.84 -2.11 0.41  -0.20
O -1.70 2.16 2.08  0.07
O -1.03 -0.05 -2.96  -0.13
O 3.86 0.80 1.51  -0.04
O -0.72 0.13 2.11  -0.23
N -2.06 -0.84 4.00  0.10
N 2.01 1.53 2.69  0.05
N -2.44 -0.12 -0.75  0.05
N 2.82 0.17 -0.84  -0.01
N 0.75 2.67 -1.08  0.07
N 1.43 1.78 1.46  -0.08
N -3.38 -0.54 -0.04  0.09
C 3.35 -3.44 2.68  -0.08
C 3.39 1.15 5.09  -0.05
C -0.81 4.16 -0.06  -0.01
C 5.16 0.01 6.26  -0.10
C 2.92 -2.26 -0.87  -0.14
C 0.97 3.99 2.37  -0.01
C -4.33 2.44 -2.69  -0.09
C -5.40 -0.97 1.77  -0.03
C 3.22 1.00 2.56  -0.49
C -2.12 0.76 -2.95  -0.24
C -5.34 -3.17 3.48  -0.05
C 4.02 0.81 6.28  -0.10
C 5.67 -0.43 5.05  -0.08
C 3.17 -1.02 -2.93  -0.05
C 3.01 -1.04 -1.55  -0.28
C -3.11 -3.80 2.59  -0.05
C -1.36 4.45 -1.29  -0.04
C -3.64 2.37 -3.89  -0.10
C -6.44 -1.22 2.63  -0.09
C -0.36 -0.27 -4.18  -0.07
C 2.41 -2.68 3.36  -0.08
C 3.17 -3.41 -2.99  -0.09
C 0.22 2.96 -2.26  -0.14
C -1.48 -1.15 5.33  -0.10
C 0.25 3.27 0.01  -0.26
C 2.74 -2.34 0.61  -0.20
C -1.95 -2.34 0.98  -0.38
C -2.86 0.79 -1.75  -0.18
C -4.27 -1.82 1.74  -0.14
C -4.25 -2.94 2.61  -0.22
C -2.19 0.66 3.86  -0.13
C 5.05 -0.08 3.86  -0.03
C -2.03 -3.52 1.82  0.00
C -3.14 -1.54 0.89  -0.16
C 3.26 -2.20 -3.65  -0.10
C 1.65 -1.76 2.66  -0.13
C 3.89 0.69 3.88  -0.15
C 3.01 -3.43 -1.61  -0.03
C -1.49 1.06 2.55  -0.59
C -2.54 1.54 -4.02  -0.04
C -3.94 1.64 -1.63  -0.02
C -0.60 0.07 5.59  -0.14
C -1.46 1.23 5.09  -0.10
C -0.82 3.86 -2.43  -0.06
C -6.42 -2.32 3.50  -0.10
C 1.81 -1.56 1.30  -0.26
C 0.91 2.95 1.30  -0.29
C 3.51 -3.26 1.32  -0.03
H -2.93 -1.34 3.78  0.15
H -1.03 -0.70 -4.93  0.10
H -3.24 0.93 3.81  0.16
H -7.29 -0.55 2.64  0.10
H -1.21 4.07 -3.41  0.10
H 3.97 -4.15 3.21  0.10
H -2.20 5.13 -1.37  0.11
H 0.64 2.45 -3.11  0.10
H -0.96 -2.10 5.29  0.13
H 5.65 -0.25 7.19  0.10
H 4.26 -3.84 0.78  0.11
H -3.12 -4.68 3.22  0.11
H 2.29 -2.80 4.43  0.10
H 5.42 -0.42 2.90  0.11
H 3.24 -0.06 -3.44  0.11
H 0.95 -1.13 3.21  0.06
H -3.95 2.97 -4.74  0.10
H 0.44 -0.98 -3.96  0.08
H 3.23 -4.34 -3.54  0.10
H -4.47 1.66 -0.69  0.10
H -7.25 -2.51 4.16  0.10
H 0.28 3.72 3.17  0.08
H -2.18 1.53 5.85  0.12
H 0.08 0.64 -4.58  0.08
H 2.52 1.78 5.09  0.10
H 3.63 1.17 7.22  0.09
H 2.93 1.00 -1.41  0.09
H -1.16 -4.16 1.82  0.12
H 0.72 4.98 2.00  0.08
H -0.34 0.16 6.65  0.12
H -2.00 1.51 -4.96  0.11
H -5.18 3.11 -2.59  0.10
H 1.97 4.00 2.81  0.08
H 0.32 0.00 5.02  0.10
H 6.57 -1.04 5.03  0.10
H -1.24 4.56 0.85  0.11
H -5.31 -4.03 4.13  0.11
H 3.32 0.29 0.06  0.04
H -1.38 -1.06 3.24  0.13
H -2.30 -1.21 6.05  0.13
H 3.39 -2.17 -4.72  0.10
H -0.87 2.09 4.81  0.12
H -5.42 -0.12 1.11  0.10
H 2.92 -4.38 -1.10  0.12

Output
net charge = 0
LUMO = 0.1 eV
2S+1 = 1
gap between HOMO and LUMO = 7.190 eV

Relative energy (zero: lowest compared OMol25 entry of this formula, charge and spin) / kcal/mol: 50.1 7.4 12.9
Strongest force on any atom / hartree/bohr: 0.0522 0.0110 0.0094